No. 1
{
  "formula": "C30H64BNO14P",
  "method": "ωB97M-V/def2-TZVPD",
  "gap_ha": 0.2263,
  "total_energy_ev": -72257.9077,
  "total_charge": -1,
  "fmax_ha_per_bohr": 0.1708,
  "species": ["C", "C", "O", "C", "C", "P", "C", "C", "C", "N", "C", "C", "C", "O", "O", "C", "C", "B", "O", "O", "C", "C", "C", "C", "C", "O", "C", "C", "O", "C", "C", "C", "C", "C", "O", "H", "H", "H", "H", "H", "H", "H", "H", "H", "H", "H", "H", "H", "H", "H", "H", "H", "H", "H", "H", "H", "H", "H", "H", "H", "H", "H", "H", "H", "H", "H", "H", "H", "H", "H", "H", "H", "H", "H", "H", "H", "H", "H", "H", "H", "H", "H", "H", "H", "H", "H", "H", "C", "O", "C", "O", "O", "C", "H", "H", "H", "H", "H", "H", "C", "O", "C", "O", "O", "C", "H", "H", "H", "H", "H", "H"],
  "xyz": [[-0.0901, -4.8446, -2.4812], [0.7362, -3.4153, -2.6721], [-0.2302, -2.3602, -3.0887], [0.5758, -1.3035, -3.6954], [-0.1118, 0.1277, -3.9771], [-1.3417, 0.8119, -2.6903], [-2.7696, -0.4410, -2.9511], [-2.9446, -1.0630, -4.4375], [-3.3859, -0.0329, -5.6260], [-2.7075, -0.3750, -6.9695], [-2.6480, 1.8330, -1.7425], [-3.6500, 2.7335, -2.6843], [-3.1710, 4.3336, -2.7425], [-2.7442, 4.6341, -4.1190], [-0.3352, 2.2523, -2.4215], [0.6818, 2.0674, -1.3660], [1.0489, 3.4976, -0.6087], [1.2668, 4.7049, -1.7533], [2.5646, 5.0366, -2.3731], [0.0808, 5.5200, -2.1282], [0.2394, 0.7769, -0.3977], [-0.6545, 1.1989, 0.9045], [0.0675, 1.0688, 2.3605], [1.2300, 2.2300, 2.6536], [1.9442, 1.7466, 4.0871], [3.3604, 2.1319, 4.1832], [3.4027, 3.2046, 5.2143], [2.5486, 4.5899, 4.8361], [4.0931, 3.1235, 6.3644], [1.4651, -0.3079, -0.1311], [2.9641, 0.3434, -0.1407], [3.8145, 0.0679, -1.5474], [5.0982, 1.1293, -1.7024], [4.3943, -1.4614, -1.6738], [-0.6561, -0.0047, -1.2629], [0.5593, -5.6965, -1.9931], [-1.0587, -4.6509, -1.8367], [-0.4286, -5.2731, -3.5418], [1.5917, -3.4952, -3.4988], [1.2532, -3.2059, -1.6432], [0.9127, -1.7334, -4.7598], [1.6150, -1.0978, -3.1429], [-0.5244, 0.1170, -5.0980], [0.7741, 0.9300, -4.0178], [-1.8090, 1.6139, -3.8306], [-3.8334, -0.0450, -2.6096], [-2.5365, -1.3522, -2.2151], [-3.8274, -1.8658, -4.3627], [-2.0242, -1.6858, -4.8499], [-4.5431, -0.1715, -5.8307], [-3.1853, 1.0988, -5.4293], [-2.3977, -1.3717, -6.9800], [-1.8230, 0.2172, -6.9927], [-2.0341, 2.6252, -1.0920], [-3.2600, 1.2093, -0.9289], [-3.8804, 2.2826, -3.7375], [-4.6950, 2.7636, -2.1077], [-2.3919, 4.6091, -1.9116], [-4.1334, 5.0053, -2.5239], [-2.0012, 5.3238, -4.1097], [1.6634, 1.9245, -2.0303], [2.0695, 3.4609, -0.0138], [0.1953, 3.8940, 0.0914], [2.8397, 5.9966, -2.1567], [-0.2192, 5.9192, -1.2475], [-1.0936, 2.3074, 0.8447], [-1.6190, 0.4982, 0.8917], [-0.7799, 1.3038, 3.1698], [0.4461, -0.0173, 2.6404], [2.0888, 2.2375, 1.8609], [0.7082, 3.2617, 2.8292], [1.9230, 0.5549, 4.1492], [1.2783, 2.1085, 5.0007], [1.4971, 4.5117, 5.3492], [2.3788, 4.6532, 3.6673], [3.1977, 5.4852, 5.2233], [1.3567, -1.1320, -0.9879], [1.3457, -0.9130, 0.8768], [3.0191, 1.4977, 0.0370], [3.5867, -0.2202, 0.7077], [3.0973, 0.3357, -2.4465], [5.4696, 1.0067, -2.8227], [5.9387, 0.9488, -0.9084], [4.6338, 2.2265, -1.6519], [3.5593, -2.2895, -1.6879], [5.1851, -1.7025, -0.8382], [4.9509, -1.5335, -2.7267], [-2.3568, 0.9582, 8.6443], [-1.1455, 1.6823, 8.4379], [-0.0185, 0.9487, 8.6199], [0.0267, -0.2307, 8.9328], [1.0494, 1.7547, 8.3935], [2.3131, 1.1122, 8.5498], [-3.1927, 1.6417, 8.4721], [-2.4373, 0.1298, 7.9328], [-2.4173, 0.5927, 9.6744], [2.4193, 0.2900, 7.8346], [2.4392, 0.7528, 9.5762], [3.0946, 1.8490, 8.3450], [-3.1142, -6.0277, 1.1383], [-3.2148, -7.4473, 1.2329], [-2.4069, -8.1226, 0.3771], [-1.6377, -7.6223, -0.4286], [-2.6031, -9.4509, 0.5728], [-1.8125, -10.2908, -0.2662], [-3.8027, -5.5908, 1.8667], [-2.0996, -5.6956, 1.3814], [-3.4062, -5.6857, 0.1402], [-0.7458, -10.1291, -0.0792], [-2.0524, -10.1191, -1.3204], [-2.0502, -11.3303, -0.0242]]
}

---

No. 2
{
  "formula": "C30H64BrN3O12P2",
  "method": "ωB97M-V/def2-TZVPD",
  "gap_ha": 0.2998,
  "total_energy_ev": -149798.2579,
  "total_charge": 0,
  "fmax_ha_per_bohr": 0.1751,
  "smiles": "CNCP(CN)(CON=O)(CC(=O)Br)P(=O)(O)O.C1CCOC1.C1CCOC1.C1CCOC1.C1CCOC1.C1CCOC1.C1CCOC1",
  "species": ["C", "N", "C", "P", "C", "N", "C", "O", "N", "O", "C", "C", "O", "Br", "P", "O", "O", "O", "H", "H", "H", "H", "H", "H", "H", "H", "H", "H", "H", "H", "H", "H", "H", "H", "C", "C", "C", "O", "C", "H", "H", "H", "H", "H", "H", "H", "H", "C", "C", "C", "O", "C", "H", "H", "H", "H", "H", "H", "H", "H", "C", "C", "C", "O", "C", "H", "H", "H", "H", "H", "H", "H", "H", "C", "C", "C", "O", "C", "H", "H", "H", "H", "H", "H", "H", "H", "C", "C", "C", "O", "C", "H", "H", "H", "H", "H", "H", "H", "H", "C", "C", "C", "O", "C", "H", "H", "H", "H", "H", "H", "H", "H"],
  "xyz": [[2.7198, -3.0297, 4.0736], [4.0672, -2.3763, 3.8380], [4.4073, -2.2478, 2.3698], [4.3903, -0.4069, 1.7367], [5.3096, -0.0709, 0.1022], [6.1417, 1.1907, 0.0689], [5.9940, -0.1199, 2.7739], [7.1923, -0.7658, 2.2153], [7.7195, -1.6681, 3.1012], [8.1255, -2.6198, 2.4091], [3.5062, 0.8552, 2.8542], [3.0022, 2.2277, 2.1190], [3.7657, 3.1870, 1.5917], [0.9886, 2.5255, 2.0486], [2.6121, -0.8725, 0.5657], [2.0746, 0.3580, -0.3260], [3.0479, -2.1146, -0.6276], [1.3333, -1.4132, 1.6168], [1.8175, -2.2510, 4.0408], [2.7039, -3.4565, 5.1873], [2.4858, -3.9406, 3.3737], [4.0146, -1.4576, 4.3300], [3.6177, -2.9246, 1.7869], [5.4748, -2.7483, 2.2233], [4.6001, -0.0284, -0.8559], [6.0362, -0.9941, -0.1115], [5.9465, 1.7182, -0.8350], [5.8782, 1.8675, 0.8175], [6.1991, 1.0498, 2.8122], [5.9056, -0.4676, 3.8907], [4.2133, 1.1841, 3.7492], [2.5752, 0.3081, 3.3600], [3.9002, -2.5668, -0.3555], [0.5990, -1.7848, 1.0452], [-2.1785, -5.7025, 0.6520], [-0.8779, -5.6162, 1.4082], [-0.1143, -4.5834, 0.6084], [-1.0861, -3.6920, 0.0443], [-2.3881, -4.2683, 0.2179], [-3.0078, -6.0932, 1.2471], [-2.0544, -6.3450, -0.2278], [-1.0626, -5.2419, 2.4220], [-0.3506, -6.5703, 1.4868], [0.4339, -5.0468, -0.2187], [0.5926, -4.0170, 1.2216], [-2.9079, -3.6919, 0.9910], [-2.9533, -4.1903, -0.7149], [-4.8931, -0.5834, 3.4068], [-4.9708, 0.0412, 2.0376], [-4.0491, -0.8476, 1.2312], [-4.1142, -2.1551, 1.8170], [-4.7915, -2.0566, 3.0775], [-5.7472, -0.3475, 4.0466], [-3.9806, -0.2503, 3.9154], [-5.9946, -0.0353, 1.6528], [-4.6753, 1.0932, 2.0165], [-3.0109, -0.5046, 1.2940], [-4.3356, -0.9018, 0.1770], [-5.7836, -2.5058, 2.9594], [-4.2416, -2.6196, 3.8366], [10.1115, -0.3564, 1.0308], [11.4121, -0.2701, 1.7870], [12.1757, 0.7627, 0.9872], [11.2039, 1.6540, 0.4230], [9.9020, 1.0778, 0.5967], [9.2822, -0.7471, 1.6258], [10.2357, -0.9989, 0.1510], [11.2274, 0.1042, 2.8008], [11.9394, -1.2242, 1.8655], [12.7239, 0.2992, 0.1601], [12.8826, 1.3291, 1.6003], [9.3821, 1.6541, 1.3697], [9.3367, 1.1558, -0.3361], [-5.0295, 1.9805, -3.0184], [-3.5453, 1.8458, -2.7960], [-3.4354, 1.9921, -1.2939], [-4.6528, 1.4787, -0.7357], [-5.5966, 1.2877, -1.7986], [-5.3750, 1.5408, -3.9574], [-5.3113, 3.0401, -3.0112], [-3.2142, 0.8455, -3.0991], [-2.9501, 2.5828, -3.3411], [-3.3516, 3.0443, -1.0021], [-2.5822, 1.4464, -0.8809], [-5.6976, 0.2098, -1.9659], [-6.5705, 1.6878, -1.5034], [-0.9879, 4.5342, -6.7779], [-0.8836, 5.8856, -6.1193], [-2.1029, 5.8963, -5.2233], [-2.3517, 4.5360, -4.8428], [-1.5420, 3.6789, -5.6595], [-0.0379, 4.1614, -7.1690], [-1.7061, 4.5790, -7.6052], [0.0274, 5.9322, -5.5110], [-0.8660, 6.7191, -6.8259], [-2.9862, 6.2605, -5.7584], [-1.9600, 6.5087, -4.3282], [-0.7389, 3.2795, -5.0306], [-2.1444, 2.8441, -6.0284], [-10.8573, 0.2830, -1.7768], [-10.6157, 1.2761, -0.6695], [-9.2312, 0.8912, -0.1953], [-8.5335, 0.3642, -1.3322], [-9.4799, 0.1492, -2.3883], [-11.6142, 0.6035, -2.4971], [-11.1725, -0.6774, -1.3517], [-10.6008, 2.2927, -1.0799], [-11.3646, 1.2392, 0.1257], [-9.2759, 0.1033, 0.5641], [-8.6776, 1.7405, 0.2153], [-9.3086, 0.9163, -3.1514], [-9.3137, -0.8336, -2.8380]]
}

---

Number 1 is which compound? C30H64BNO14P